No. 1
C35H27AuN2O2P2S | wB97M-V/def2-TZVPD

```
70
Properties=species:S:1:pos:R:3:forces:R:3
Au -0.57496 0.72434 -0.73403 -1.1 -0.2 1.0
N 0.22970 -1.05060 1.64646 -0.5 0.9 1.0
P -0.36564 0.55563 1.79148 2.3 -1.6 0.1
C -1.31610 0.43928 3.34649 -0.7 0.5 -0.8
C -2.65978 0.08305 3.25310 0.0 0.0 -0.1
C -3.40859 -0.05042 4.40834 -0.1 -0.1 0.0
C -2.82064 0.16938 5.64516 0.0 0.0 0.0
C -1.48570 0.53561 5.73353 0.0 -0.1 0.0
C -0.72729 0.68099 4.58582 0.3 0.1 -0.2
C 1.08527 1.54062 2.25221 -0.5 0.3 -0.1
C 0.86103 2.91561 2.22366 0.0 -0.2 0.1
C 1.90044 3.79182 2.46459 0.0 0.1 0.1
C 3.17245 3.29836 2.71607 0.0 0.0 -0.1
C 3.39562 1.93104 2.75140 0.0 -0.1 0.0
C 2.35290 1.04549 2.53129 -0.2 -0.2 0.0
P -0.12196 -1.94892 0.23429 -0.1 -1.2 -0.8
C 0.51107 -3.58782 0.76484 0.1 0.6 -0.1
C -0.24947 -4.73177 0.56865 0.0 0.2 0.0
C 0.28592 -5.97051 0.87803 0.1 -0.2 0.0
C 1.57519 -6.06540 1.37364 -0.1 0.0 0.0
C 2.32702 -4.91858 1.58001 0.2 0.1 0.1
C 1.80422 -3.67839 1.27381 -0.1 -0.2 0.0
C 1.16903 -1.45369 -0.94050 0.1 -0.6 -0.1
C 1.09446 -2.09537 -2.15839 -0.1 0.2 0.5
C 2.03465 -1.88470 -3.15814 -0.1 -0.1 -0.3
C 3.13509 -1.04365 -2.90259 0.3 0.3 0.2
C 3.25149 -0.35774 -1.74073 0.1 -0.1 -0.3
C 2.16502 -0.34843 -0.71348 -0.3 -0.6 -0.1
H 0.01095 -1.60099 2.47948 0.3 0.1 -0.1
H -3.09745 -0.08225 2.27775 -0.1 0.0 -0.1
H -4.44954 -0.32698 4.34635 -0.1 0.0 0.0
H -3.40335 0.05870 6.54689 -0.1 0.0 0.1
H -1.03181 0.70411 6.69944 0.0 0.0 0.0
H 0.31182 0.97314 4.65088 0.0 0.1 0.0
H -0.13385 3.27813 1.99682 0.0 0.2 0.0
H 1.72748 4.85616 2.44797 0.0 0.1 0.0
H 3.99488 3.97771 2.87329 0.1 0.1 0.1
H 4.38645 1.55235 2.95240 0.1 0.0 0.0
H 2.51864 -0.02320 2.57895 0.0 0.0 0.0
H -1.25065 -4.65185 0.17160 -0.1 0.0 0.0
H -0.29962 -6.86312 0.72624 -0.1 -0.1 0.0
H 2.00163 -7.03159 1.59299 0.0 -0.1 0.1
H 3.32968 -4.98949 1.97339 0.1 -0.1 0.0
H 2.39461 -2.78383 1.41199 0.1 0.1 0.0
H 0.30129 -2.81726 -2.30846 -0.1 -0.1 -0.1
H 1.95118 -2.39091 -4.10554 0.0 -0.1 -0.1
H 3.91002 -0.96165 -3.64829 0.1 0.0 0.0
H 4.09905 0.27885 -1.54461 0.1 0.1 0.0
H 2.60214 -0.39569 0.29521 -0.2 0.0 0.0
O -4.55993 -0.40387 -0.94259 -0.1 0.1 -0.3
C -3.43918 0.02463 -1.11293 -0.9 0.0 -0.1
O -2.45632 -0.20174 -0.32809 0.6 0.7 0.5
C -3.13644 0.89562 -2.32782 -0.2 -0.2 0.1
C -4.18174 1.30919 -3.16863 0.1 0.2 -0.2
C -3.88223 2.10388 -4.24317 0.1 -0.2 0.3
C -2.53895 2.44147 -4.50742 0.3 -0.2 0.4
C -2.15336 3.22510 -5.61371 0.2 0.0 0.0
C -0.83183 3.46652 -5.86214 -0.2 0.1 -0.1
C 0.15979 2.95497 -5.00843 0.0 -0.2 0.3
C -0.18220 2.22107 -3.90560 0.1 0.0 0.0
C -1.53398 1.94848 -3.62490 -0.2 0.6 -0.9
N -1.88303 1.21850 -2.54472 0.8 -0.3 0.6
H -5.18443 0.99077 -2.92911 0.0 0.0 0.0
H -4.65149 2.46979 -4.90805 -0.1 0.0 0.0
H -2.92686 3.61508 -6.25835 0.0 0.0 -0.1
H -0.53868 4.04684 -6.72284 0.0 0.1 -0.1
H 1.19830 3.14587 -5.22923 0.1 0.0 0.0
H 0.56892 1.82732 -3.23745 0.1 0.0 0.0
S 2.20388 2.41857 -0.83304 -0.8 -0.7 0.0
C 1.45578 0.99635 -0.78155 0.5 1.8 -0.1
```
Positions in Å, forces in eV/Å.

Properties
* E: -76905.8095 eV
* ⟨S²⟩: 0.795
* frontier orbital gap (spin up / spin down): 4.549 / 5.570 eV
* 2S+1: 2
* highest occupied orbital energy (spin up / spin down): -9.8 / -10.8 eV
* total charge: +1

No. 2
C35H27CrF5N5O3 | wB97M-V/def2-TZVPD

```
76
Properties=species:S:1:pos:R:3:forces:R:3
Cr 1.53571 -1.11867 0.06039 -1.0 1.0 -0.3
O 0.42415 -2.64919 0.39179 0.4 -0.6 0.0
C 0.27524 -3.74090 -0.31290 0.0 0.3 -0.2
C -0.12573 -4.93255 0.31935 0.0 -0.1 0.1
C -0.36093 -6.07875 -0.40495 0.0 0.1 -0.1
C -0.22640 -6.09698 -1.80059 0.0 -0.1 0.1
C 0.14827 -4.94276 -2.44189 0.0 0.0 0.0
C 0.41653 -3.76230 -1.72911 0.0 0.0 0.1
C 0.79616 -2.58877 -2.47931 0.1 -0.1 -0.1
N 1.25479 -1.50545 -1.98155 0.1 0.2 0.0
C 1.64202 -0.39400 -2.86044 0.0 0.0 0.2
C 1.44748 0.91907 -2.08651 0.0 -0.3 0.2
N 2.07228 0.67184 -0.78632 0.0 0.1 -0.1
C 3.07369 1.36107 -0.38728 0.2 0.0 -0.1
C 4.01090 0.86765 0.58506 0.1 -0.1 0.0
C 4.87827 1.74963 1.24804 0.0 0.0 0.0
C 5.86206 1.28005 2.08190 0.0 0.0 0.0
C 6.02420 -0.10500 2.22601 -0.1 0.0 -0.1
C 5.21266 -0.99413 1.55734 0.1 0.0 0.1
C 4.16970 -0.53985 0.73559 -0.2 0.1 -0.2
O 3.40464 -1.41736 0.11609 0.2 -0.1 0.1
H -0.23192 -4.91127 1.39657 0.0 0.0 0.0
H -0.65869 -6.98217 0.11357 0.0 0.0 0.0
H -0.41653 -7.00293 -2.35990 0.0 0.0 0.0
H 0.25431 -4.93109 -3.52230 0.0 0.0 0.0
H 0.69169 -2.66770 -3.56564 0.0 0.0 0.0
H 1.08581 -0.40135 -3.79958 -0.1 0.0 0.0
H 2.70717 -0.49711 -3.08337 0.0 0.0 0.0
H 0.38297 1.11384 -1.95859 0.0 0.0 0.0
H 1.91558 1.75459 -2.60862 0.0 0.0 0.0
H 3.30283 2.31150 -0.87722 0.0 0.0 0.0
H 4.74767 2.81774 1.10366 0.0 0.0 0.0
H 6.50801 1.96593 2.61259 0.0 0.0 0.0
H 6.80317 -0.48548 2.87558 0.0 0.0 0.0
H 5.33245 -2.06412 1.66728 0.0 0.0 0.0
F 2.12237 -2.90579 2.47179 0.1 0.0 0.0
C 1.93570 -1.66615 2.96688 -0.1 0.0 0.0
C 1.63421 -0.60622 2.12026 0.0 -0.1 0.1
C 1.53798 0.60603 2.77483 0.0 0.0 -0.2
F 1.33470 1.76336 2.07663 0.0 0.0 0.0
C 1.68073 0.78256 4.13789 0.0 0.1 0.1
F 1.56571 1.99930 4.69113 0.0 0.0 0.0
C 1.95554 -0.31106 4.93078 0.0 0.0 0.1
F 2.09923 -0.17230 6.25194 0.0 0.0 0.0
C 2.08983 -1.54978 4.33648 0.0 -0.1 0.0
F 2.37872 -2.61489 5.09513 0.0 0.0 0.0
C -4.26149 1.99069 -4.56957 0.0 0.0 0.1
C -4.22990 2.41996 -3.12518 0.0 0.0 -0.1
C -3.10235 3.01015 -2.56714 0.0 0.0 0.0
C -3.07074 3.40209 -1.23541 0.0 0.0 0.0
C -4.17235 3.18129 -0.42010 0.1 0.0 0.1
N -4.18859 3.54151 0.95396 0.0 0.0 -0.1
C -3.12019 3.66187 1.82135 0.0 0.0 -0.1
O -3.13612 4.44829 2.74504 0.0 0.0 0.0
N -2.02965 2.84238 1.58884 0.0 -0.1 -0.1
C -2.02897 1.54850 1.02082 0.0 0.1 0.0
C -3.10318 0.67376 1.06498 -0.1 0.0 0.1
C -2.96690 -0.56943 0.47402 0.0 0.0 0.0
C -1.75054 -0.93342 -0.07360 0.1 0.1 -0.1
N -0.69801 -0.10878 -0.08995 0.0 -0.2 0.3
C -0.86684 1.11502 0.40349 0.2 0.1 -0.2
C -5.30999 2.59949 -0.96766 -0.1 -0.1 0.0
C -5.33858 2.23497 -2.30340 0.0 0.0 0.0
H -3.35639 2.29837 -5.09207 0.0 0.0 0.0
H -5.11627 2.42497 -5.09007 0.0 0.0 0.0
H -4.34556 0.90527 -4.65237 0.0 0.0 0.0
H -2.23045 3.18455 -3.18808 0.0 0.0 0.0
H -2.18723 3.87800 -0.82974 0.0 0.0 0.0
H -4.98131 4.07868 1.26881 0.0 0.0 0.0
H -1.24677 3.06278 2.18691 0.0 0.0 0.0
H -4.02906 0.96492 1.54378 0.0 0.0 0.0
H -3.79238 -1.26840 0.46443 0.0 0.0 0.0
H -1.60112 -1.91455 -0.49925 0.0 0.0 0.0
H -0.02495 1.79051 0.31436 0.0 0.0 0.1
H -6.17255 2.42401 -0.33425 0.0 0.0 0.0
H -6.23650 1.78443 -2.71141 0.0 0.0 0.0
```
Positions in Å, forces in eV/Å.

Properties
* E: -92337.3074 eV
* ⟨S²⟩: 3.779
* frontier orbital gap (spin up / spin down): 7.989 / 8.052 eV
* 2S+1: 4
* highest occupied orbital energy (spin up / spin down): -8.0 / -8.2 eV

No. 3
C35H28AsF8O4PdSeTe | wB97M-V/def2-TZVPD

```
79
Properties=species:S:1:pos:R:3:forces:R:3
Pd -1.08982 -1.67385 -0.18832 0.4 0.2 0.7
O -5.20173 -3.75735 -2.11053 0.3 0.7 -0.7
C -4.08976 -3.74932 -1.76353 -1.0 -1.8 2.1
O -3.08329 -3.92260 -1.21852 0.2 0.5 -0.8
C -3.35272 -2.25361 -3.60593 0.8 1.6 -2.1
O -3.65909 -2.95334 -4.48128 -0.2 -0.7 0.7
O -2.98395 -1.37085 -2.94941 -0.5 -0.5 0.8
C -1.58131 1.77118 -1.42967 0.0 0.0 0.0
As -0.44202 0.20337 -1.46783 0.0 -0.2 -0.2
C -0.07035 0.10298 -3.37159 0.1 0.1 0.1
C 1.26671 0.82592 -0.74223 0.0 0.2 0.0
C 1.74670 2.11464 -1.32697 0.0 0.0 0.0
C 1.35642 3.34123 -0.79202 0.0 0.0 0.0
C 1.77926 4.53213 -1.36385 0.0 0.0 0.0
C 2.59981 4.51702 -2.48382 0.0 0.0 0.0
C 2.99832 3.30110 -3.02252 0.0 0.0 0.0
C 2.57622 2.11091 -2.44807 0.0 0.0 0.0
H -1.14232 2.57440 -2.02069 0.0 0.0 0.0
H -1.72813 2.07958 -0.39742 0.0 0.0 0.0
H -2.54298 1.47776 -1.84982 0.0 0.0 0.0
H 0.15523 1.09727 -3.75864 0.0 0.0 0.0
H -0.94747 -0.30654 -3.86548 0.0 0.0 0.0
H 0.78022 -0.55380 -3.53532 0.0 0.0 0.0
H 1.96697 0.01985 -0.95234 0.0 0.0 0.0
H 1.12381 0.88079 0.33804 0.0 0.0 0.0
H 0.71655 3.35726 0.08319 0.0 0.0 0.0
H 1.46808 5.47527 -0.93192 0.0 0.0 0.0
H 2.92991 5.44637 -2.93053 0.0 0.0 0.0
H 3.64373 3.27848 -3.89218 0.0 0.0 0.0
H 2.89319 1.16029 -2.86572 0.0 0.0 0.0
C 5.70145 -0.77758 -3.44016 0.0 0.0 0.0
C 4.41384 -1.44369 -3.03194 0.0 0.0 0.0
C 4.09165 -1.63424 -1.69788 0.0 0.0 0.0
C 2.89216 -2.22909 -1.30542 0.0 -0.1 0.0
C 2.61216 -2.40816 0.16064 0.1 0.1 0.0
C 1.97147 -2.64372 -2.27999 -0.1 0.1 0.0
Te 0.09145 -3.47586 -1.70295 0.1 -0.2 -0.4
C 2.30879 -2.50343 -3.63890 0.1 0.0 0.1
C 1.42210 -3.01256 -4.74231 0.0 0.1 -0.1
C 3.51276 -1.89720 -3.98759 0.0 0.0 0.0
H 6.24615 -0.41093 -2.57010 0.0 0.0 0.0
H 5.51385 0.07103 -4.10202 0.0 0.0 0.0
H 6.35241 -1.47097 -3.97739 0.0 0.0 0.0
H 4.78505 -1.30307 -0.93051 0.0 0.0 0.0
H 3.39019 -1.94176 0.76800 0.0 0.0 0.0
H 2.55040 -3.46871 0.41518 0.0 0.0 0.0
H 1.64898 -1.97785 0.43673 0.0 0.0 0.0
H 0.37970 -2.73578 -4.58291 0.0 0.0 0.0
H 1.45420 -4.10354 -4.78695 -0.1 0.0 0.0
H 1.74833 -2.62326 -5.70862 0.0 0.0 0.0
H 3.74971 -1.77324 -5.04078 0.0 0.0 0.0
F -0.15129 -1.14868 6.99125 0.0 0.0 0.0
C -0.39388 -1.64494 5.76954 0.0 0.0 0.0
C 0.16327 -1.05962 4.65011 0.0 0.0 0.0
F 0.96081 0.00840 4.79224 0.0 0.0 0.0
C -0.08831 -1.57869 3.39134 0.1 -0.1 0.0
F 0.54499 -0.97928 2.37694 0.0 0.0 0.0
C -0.90747 -2.68614 3.18741 -0.3 0.1 0.0
Se -1.37298 -3.46111 1.50999 0.1 0.0 0.0
C -1.43065 -3.26053 4.34456 0.0 0.1 0.0
F -2.22293 -4.33821 4.26094 0.0 0.0 0.0
C -1.19309 -2.76073 5.61099 0.0 0.0 0.0
F -1.73524 -3.34546 6.68929 0.0 0.0 0.0
F -4.97926 3.61540 6.71677 0.0 0.0 0.0
C -4.43711 4.20429 5.63097 0.0 0.0 0.0
F -5.37487 5.03077 5.12646 0.0 0.0 0.0
F -3.44434 4.99851 6.09550 0.0 0.0 0.0
C -3.94658 3.20938 4.62915 0.0 0.0 0.0
C -3.29363 2.06292 5.06847 0.0 0.0 0.0
C -2.79863 1.15590 4.15158 0.0 0.0 0.0
C -2.93813 1.37615 2.77467 0.0 0.0 0.0
C -3.60331 2.53253 2.35271 0.0 0.0 0.0
C -4.10234 3.44099 3.26980 0.0 0.0 0.0
C -2.40461 0.44444 1.83206 -0.1 0.1 -0.1
C -1.94595 -0.34739 1.03118 -0.1 -0.2 0.0
H -3.17972 1.87813 6.12901 0.0 0.0 0.0
H -2.29812 0.25713 4.48704 0.0 0.0 0.0
H -3.73113 2.70452 1.29203 0.0 0.0 0.0
H -4.61847 4.32839 2.92884 0.0 0.0 0.0
```
Positions in Å, forces in eV/Å.

Properties
* E: -203640.7099 eV
* frontier orbital gap: 6.315 eV
* highest occupied orbital energy: -4.2 eV
* total charge: -1